# 1
Molecular formula: C2H5IO2
Method: DFT, the ωB97M-V functional and the def2-TZVPD basis

Last column: Mulliken charge in e.
Element x y z (Å)
C  -1.780573  -0.559822  0.027463  -0.640
C  0.153904  0.809635  0.121428  0.211
O  0.884921  -0.127369  0.303904  -0.452
O  -1.214625  0.743978  0.038191  -0.315
I  4.235756  0.045910  -0.010066  -0.116
H  -2.822542  -0.368701  -0.408163  0.199
H  -1.995390  -0.666805  1.100149  0.248
H  -1.073957  -1.144257  -0.333452  0.399
H  0.469486  1.845424  0.133247  0.372
H  3.143022  -0.577991  -0.972704  0.094

Cartesian forces, eV/Å:
C -4.77 4.26 2.92
C -1.37 -0.73 0.89
O -0.49 0.20 -0.47
O 2.11 1.63 -0.73
I 0.45 0.17 0.20
H 1.79 -1.03 -0.15
H 0.16 -1.16 -0.25
H 2.36 -3.60 -1.96
H 0.06 0.40 -0.27
H -0.29 -0.15 -0.19

**Relative energy (zero: lowest compared OMol25 entry of this formula, charge and spin)**: 105.2 kJ/mol
**Orbital gap**: 0.382 hartree
**HOMO energy**: -9.60 eV
**Calculated total energy**: -527.3391 Ha
**Structure (SMILES)**: COC=O.I

---

# 2
Molecular formula: C2H5IO2S
Method: DFT, the ωB97M-V functional and the def2-TZVPD basis

Last column: Mulliken charge in e.
Element x y z (Å)
C  0.775287  0.681612  -0.992130  -0.738
C  1.069545  0.054065  0.302902  -0.484
O  -1.282676  -2.109633  1.295748  -0.493
O  -1.743549  -0.813911  -0.772174  -0.460
S  -1.235834  -0.880064  0.567056  0.655
I  -2.538578  0.965549  1.934028  -0.073
H  1.799815  1.028364  -1.327631  0.318
H  0.361631  -0.119016  -1.686536  0.297
H  -0.012096  1.393744  -0.854587  0.304
H  1.056403  0.600911  1.196363  0.370
H  1.750051  -0.801622  0.336960  0.305

Cartesian forces, eV/Å:
C 0.73 -1.66 -0.53
C -1.79 -1.85 -0.41
O -0.20 -0.10 0.23
O -0.32 0.01 -0.12
S 2.06 1.11 0.20
I 0.51 -0.61 -0.45
H -1.30 0.16 -0.19
H 0.84 1.07 0.54
H 0.05 0.97 -0.31
H -0.13 0.91 1.10
H -0.45 0.00 -0.08

**Relative energy (zero: lowest compared OMol25 entry of this formula, charge and spin)**: 83.1 kJ/mol
**Orbital gap (alpha / beta)**: 0.263 / 0.263 hartree
**HOMO energy (alpha / beta)**: -9.30 / -9.30 eV
**Calculated total energy**: -925.4769 Ha

---

# 3
Molecular formula: C2H5IO3P2
Method: DFT, the ωB97M-V functional and the def2-TZVPD basis

Last column: Mulliken charge in e.
Element x y z (Å)
C  0.577143  0.228609  1.118333  -0.385
C  -0.107379  -0.905922  0.629504  -0.675
O  1.173079  -3.239125  0.298679  -0.659
O  2.227217  -1.341583  -1.016776  -0.655
O  2.883887  -1.794064  1.442511  -0.667
P  -3.778340  2.681626  -0.235883  0.008
P  2.002995  -2.018917  0.271170  0.952
I  -13.343882  -0.142079  0.026698  -1.000
H  0.900529  0.109735  2.153556  0.255
H  0.897830  1.061786  0.439297  0.240
H  -0.459865  -1.623021  1.290639  0.310
H  -0.405288  -1.061227  -0.445566  0.282
H  -4.079638  2.523344  1.031473  -0.006

Cartesian forces, eV/Å:
C -1.51 -2.88 -1.79
C 0.76 4.32 -1.04
O -0.89 -0.56 -0.03
O 0.16 0.72 -0.64
O 0.06 0.68 0.28
P 0.68 0.36 -2.80
P 1.60 -1.22 0.07
I -0.06 0.01 0.00
H -0.03 0.73 -0.26
H -0.15 -1.06 0.93
H -0.37 -1.23 1.16
H 0.41 0.51 1.32
H -0.66 -0.37 2.80

**Relative energy (zero: lowest compared OMol25 entry of this formula, charge and spin)**: 64.9 kJ/mol
**Net charge**: -2
**Orbital gap (alpha / beta)**: 0.149 / 0.149 hartree
**HOMO energy (alpha / beta)**: -2.24 / -2.24 eV
**Calculated total energy**: -1285.3677 Ha

---

# 4
Molecular formula: C2H5IS
Method: DFT, the ωB97M-V functional and the def2-TZVPD basis

Last column: Mulliken charge in e.
Element x y z (Å)
C  0.641948  -0.769720  0.025908  -0.975
C  -0.166860  0.377627  -0.505821  -0.413
S  -0.013563  1.986928  0.114443  -0.090
I  -2.792170  -0.509015  -0.028636  -0.232
H  0.516804  -0.711640  1.071767  0.403
H  0.230156  -1.659757  -0.306633  0.324
H  1.627685  -0.659788  -0.310694  0.332
H  -0.209975  0.315037  -1.515722  0.488
H  0.165975  1.630329  1.455390  0.162

Cartesian forces, eV/Å:
C -1.64 1.89 0.65
C -0.79 -0.34 2.72
S 0.05 -0.86 0.96
I 1.69 0.54 -0.36
H 0.54 -0.36 1.39
H -0.68 -1.76 -0.73
H 1.65 0.19 -0.27
H -0.71 0.42 -3.10
H -0.11 0.28 -1.27

**Relative energy (zero: lowest compared OMol25 entry of this formula, charge and spin)**: 100.0 kJ/mol
**Orbital gap**: 0.273 hartree
**HOMO energy**: -8.68 eV
**Calculated total energy**: -775.0283 Ha

---

# 5
Molecular formula: C2H5IS2
Method: DFT, the ωB97M-V functional and the def2-TZVPD basis

Last column: Mulliken charge in e.
Element x y z (Å)
C  0.660271  -0.920988  -0.863253  -0.921
C  0.473239  0.308525  -0.044060  -0.428
S  -2.284436  0.006679  1.379997  -0.198
S  -1.318106  0.875077  -0.296123  -0.024
I  1.904637  1.859158  -0.239593  0.084
H  -0.047665  -1.692191  -0.507760  0.263
H  1.705726  -1.244463  -0.906472  0.331
H  0.416929  -0.472095  -1.813130  0.360
H  0.589497  0.261715  1.118678  0.368
H  -2.100092  1.018584  2.171716  0.165

Cartesian forces, eV/Å:
C 0.57 0.44 0.12
C -1.16 0.66 3.97
S 0.45 -0.52 -1.71
S 0.49 -0.27 1.00
I 0.17 0.34 -0.71
H 0.44 0.28 -0.52
H -0.28 -0.20 0.21
H -0.25 -0.99 -0.98
H -0.57 -0.71 -2.21
H 0.13 0.97 0.84

**Relative energy (zero: lowest compared OMol25 entry of this formula, charge and spin)**: 67.3 kJ/mol
**Orbital gap**: 0.344 hartree
**HOMO energy**: -9.29 eV
**Calculated total energy**: -1173.2452 Ha
**Structure (SMILES)**: C[C@@H](I)SS

---

# 6
Molecular formula: C2H5InO2
Method: DFT, the ωB97M-V functional and the def2-TZVPD basis

Last column: Mulliken charge in e.
Element x y z (Å)
C  -0.213308  -0.151245  0.584196  -0.242
C  0.868507  -0.580771  -0.418205  -0.264
O  0.353965  -0.698338  -1.710940  -0.447
In  -1.020911  0.525577  -1.818791  0.797
H  -0.900967  -0.994429  0.774009  0.298
H  0.244584  0.122221  1.549638  0.341
H  1.299272  -1.537042  -0.060801  0.326
H  1.688822  0.167818  -0.383098  0.285
O  -0.938051  0.964341  0.077042  -0.468
H  -1.381913  2.181870  1.406950  0.375

Cartesian forces, eV/Å:
C 0.29 -1.00 1.37
C 1.26 0.30 1.19
O 2.64 -2.72 -0.43
In -3.28 2.19 -3.46
H 0.07 0.34 -0.08
H -0.02 -0.07 -0.51
H -0.41 0.30 -0.32
H -0.33 -0.31 -0.15
O -0.71 2.44 4.06
H 0.49 -1.46 -1.67

**2S+1**: 2
**<S²>**: 0.92
**Relative energy (zero: lowest compared OMol25 entry of this formula, charge and spin)**: 307.3 kJ/mol
**Net charge**: +1
**Orbital gap (alpha / beta)**: 0.210 / 0.273 hartree
**HOMO energy (alpha / beta)**: -14.03 / -15.05 eV
**Calculated total energy**: -419.3122 Ha

---

Number 6 is which compound? C2H5InO2

---

The lowest relative energy (zero: lowest compared OMol25 entry of this formula, charge and spin) belongs to which entry? C2H5IO3P2

---

Which value of relative energy (zero: lowest compared OMol25 entry of this formula, charge and spin) does entry 3 give? 64.9 kJ/mol